No. 1
Entry from OMol25: a molecular structure, C21H36P2W at a distorted geometry (ωB97M-V/def2-TZVPD).

Each line ends with the Mulliken spin population.
Element x y z (Å)
P1 -0.66 1.40 -2.02  0.08
P2 1.18 0.36 1.79  0.19
C1 1.06 0.70 -1.69  -0.10
C2 1.22 -0.31 -0.59  0.60
H1 1.76 1.55 -1.58  0.00
H2 1.34 0.13 -2.59  0.00
H3 1.03 -1.30 -1.21  -0.07
H4 2.29 -0.36 -0.30  0.07
C3 2.97 0.78 1.71  0.02
H5 3.12 1.71 2.28  0.00
H6 3.35 0.92 0.69  -0.01
H7 3.53 -0.05 2.17  0.00
C4 1.11 -0.35 3.44  0.09
H8 2.03 -0.93 3.60  -0.01
H9 0.27 -1.04 3.56  0.00
H10 1.04 0.49 4.13  0.02
C5 -0.19 2.19 -3.56  0.00
H11 -0.77 3.12 -3.64  0.00
H12 -0.42 1.49 -4.37  0.00
H13 0.90 2.35 -3.54  0.00
C6 -2.30 0.72 -2.46  0.01
H14 -2.80 0.20 -1.64  0.00
H15 -2.26 0.02 -3.30  0.00
H16 -2.94 1.61 -2.66  0.00
W1 -0.57 -1.35 -0.24  0.77
C7 -0.56 -2.98 0.95  -0.02
C8 0.78 -2.80 0.41  0.08
C9 1.20 -3.39 -0.91  0.02
C10 0.16 -3.38 -2.07  0.04
C11 -0.72 -2.16 -2.08  0.07
C12 -2.03 -2.17 -1.42  0.08
C13 -2.55 -3.32 -0.64  -0.01
C14 -1.57 -3.95 0.41  0.02
C15 -1.16 2.58 -0.76  -0.02
H17 -0.76 -2.52 1.92  -0.02
H18 1.55 -2.49 1.09  0.00
H19 1.59 -4.41 -0.77  0.00
H20 2.10 -2.85 -1.27  -0.01
H21 0.72 -3.40 -3.02  0.00
H22 -0.41 -4.33 -2.11  0.00
H23 -0.63 -1.50 -2.94  -0.01
H24 -2.81 -1.69 -2.01  0.02
H25 -2.97 -4.12 -1.28  0.00
H26 -3.44 -2.98 -0.10  -0.01
H27 -2.21 -4.33 1.23  -0.01
H28 -1.12 -4.84 -0.06  0.00
H29 -1.35 2.07 0.18  0.01
H30 -2.08 3.06 -1.07  0.00
H31 -0.33 3.27 -0.61  0.00
C16 0.28 4.55 3.18  0.02
C17 1.15 4.34 2.10  -0.01
C18 1.18 3.11 1.46  0.04
C19 0.49 2.02 2.02  -0.01
C20 -0.52 2.26 2.97  0.04
C21 -0.59 3.51 3.58  -0.01
H32 0.32 5.48 3.75  0.00
H33 1.79 5.15 1.75  0.00
H34 1.78 2.99 0.55  0.00
H35 -1.23 1.47 3.23  0.00
H36 -1.32 3.68 4.38  0.00

## Properties
E_LUMO (spin up / spin down)   -6.572 / -7.273 eV
Multiplicity   3
Kohn-Sham gap (spin up / spin down)   6.26 / 6.75 eV
Total charge   +2

---

No. 2
Entry from OMol25: a molecular structure, C21H42BrN3O2PdSi at a distorted geometry (ωB97M-V/def2-TZVPD).

Each line ends with the Löwdin charge.
Element x y z (Å)
Pd1 0.07 0.42 0.26  0.87
O1 2.15 0.33 1.58  -0.10
C1 2.91 1.54 1.75  -0.19
C2 3.44 2.12 0.42  -0.14
C3 2.35 2.31 -0.64  -0.13
C4 1.22 3.16 -0.12  -0.25
C5 1.37 4.53 0.07  0.04
C6 0.32 5.26 0.61  0.03
C7 -0.84 4.60 0.98  0.00
C8 -0.93 3.24 0.76  -0.12
N1 0.08 2.54 0.21  -0.01
H1 2.77 -0.41 1.55  0.12
H2 3.76 1.35 2.41  0.15
H3 2.25 2.26 2.24  0.13
H4 4.22 1.47 0.00  0.13
H5 3.90 3.08 0.66  0.13
H6 1.96 1.33 -1.01  0.10
H7 2.80 2.82 -1.50  0.14
H8 2.30 5.00 -0.21  0.15
H9 0.41 6.33 0.74  0.14
H10 -1.67 5.12 1.43  0.13
H11 -1.82 2.69 1.05  0.07
C9 -7.16 1.01 -1.94  -0.05
C10 -5.69 1.17 -1.64  -0.60
C11 -4.80 0.79 -2.79  -0.09
C12 -5.35 2.54 -1.09  -0.05
Si1 -5.22 -0.15 -0.04  1.10
Br1 -2.56 -0.04 0.08  0.34
C13 -5.74 0.45 1.93  -0.60
C14 -5.53 -0.77 2.80  -0.09
C15 -7.18 0.90 1.88  -0.05
C16 -4.79 1.56 2.29  -0.08
C17 -5.96 -2.50 -0.56  -0.34
C18 -7.39 -2.46 -0.15  0.01
C19 -5.69 -2.55 -2.01  -0.01
C20 -5.04 -3.28 0.30  0.00
H12 -7.43 1.73 -2.72  0.14
H13 -7.80 1.23 -1.09  0.09
H14 -7.41 0.04 -2.34  0.08
H15 -4.95 1.52 -3.59  0.13
H16 -5.04 -0.18 -3.22  0.08
H17 -3.74 0.82 -2.54  0.06
H18 -5.53 3.27 -1.88  0.14
H19 -4.30 2.63 -0.83  0.08
H20 -5.99 2.84 -0.26  0.09
H21 -6.27 -1.55 2.63  0.08
H22 -5.65 -0.46 3.84  0.13
H23 -4.53 -1.18 2.72  0.09
H24 -7.86 0.13 1.53  0.09
H25 -7.32 1.82 1.32  0.09
H26 -7.50 1.13 2.91  0.14
H27 -3.77 1.20 2.41  0.05
H28 -5.10 1.96 3.26  0.14
H29 -4.81 2.40 1.60  0.07
H30 -7.99 -1.75 -0.73  0.11
H31 -7.54 -2.32 0.91  0.10
H32 -7.81 -3.45 -0.37  0.18
H33 -6.32 -1.90 -2.60  0.10
H34 -5.93 -3.57 -2.35  0.17
H35 -4.64 -2.40 -2.25  0.12
H36 -5.21 -3.16 1.36  0.10
H37 -4.00 -3.11 0.06  0.10
H38 -5.24 -4.34 0.08  0.17
N2 2.36 -2.40 -0.62  0.22
C21 1.08 -2.57 -0.24  -0.60
N3 0.70 -3.76 0.22  0.23
O2 0.24 -1.63 -0.29  -0.18
H39 2.98 -3.20 -0.66  0.14
H40 2.63 -1.60 -1.16  0.13
H41 1.31 -4.56 0.22  0.14
H42 -0.24 -3.88 0.57  0.13

## Properties
E_LUMO   -15.961 eV
Kohn-Sham gap   3.84 eV
Total charge   +4

---

Energy relative to the best compared isomer or geometry (same formula, charge and spin), record by record: 0.00 452.68 kJ/mol